[1]
Molecular formula: C17H44O9
Method: DFT, ωB97M-V/def2-TZVPD

CARTESIAN COORDINATES (ANGSTROEM)
C: 0.46 -1.54 3.03
C: 0.00 -0.11 3.26
C: -0.65 0.67 2.17
O: 0.10 0.39 4.39
H: 1.07 -1.91 3.86
H: 1.06 -1.59 2.13
H: -0.33 -2.29 2.97
H: 0.11 0.76 1.39
H: -0.85 1.69 2.47
H: -1.61 0.31 1.78
C: -6.95 -2.50 -3.65
C: -6.40 -1.37 -2.74
C: -6.82 0.08 -3.03
O: -5.48 -1.56 -1.98
H: -7.43 -2.05 -4.52
H: -7.63 -3.06 -3.01
H: -6.09 -3.13 -3.89
H: -6.59 0.30 -4.08
H: -6.14 0.77 -2.52
H: -7.85 0.23 -2.73
C: -1.06 7.46 -1.17
C: -2.36 6.83 -1.48
C: -3.63 7.41 -0.93
O: -2.47 5.97 -2.34
H: -0.65 6.83 -0.38
H: -1.14 8.42 -0.66
H: -0.43 7.51 -2.06
H: -4.57 7.01 -1.28
H: -3.52 8.47 -1.16
H: -3.58 7.33 0.15
C: -0.22 -5.69 -2.84
C: 0.17 -5.98 -4.21
C: 1.55 -5.97 -4.60
O: -0.72 -6.06 -5.08
H: -0.56 -6.55 -2.26
H: -0.92 -4.86 -2.86
H: 0.56 -5.22 -2.23
H: 2.20 -6.36 -3.81
H: 1.86 -4.93 -4.72
H: 1.61 -6.59 -5.49
C: -1.54 -5.58 7.51
O: -2.85 -5.28 7.08
H: -0.92 -4.73 7.80
H: -1.55 -6.19 8.41
H: -0.99 -6.16 6.77
H: -3.08 -4.42 7.45
C: 5.19 -1.55 -3.52
O: 4.88 -1.10 -4.85
H: 4.30 -1.63 -2.89
H: 5.61 -2.56 -3.46
H: 5.93 -0.88 -3.08
H: 4.27 -0.37 -4.75
C: 2.30 4.41 -5.72
O: 1.77 3.44 -4.81
H: 2.07 5.42 -5.37
H: 3.38 4.53 -5.77
H: 1.95 4.38 -6.75
H: 1.04 3.80 -4.31
C: 1.01 5.55 8.53
O: 1.12 5.11 7.16
H: 0.47 4.82 9.14
H: 2.02 5.64 8.94
H: 0.52 6.51 8.68
H: 0.94 4.18 7.03
C: 7.86 -2.55 2.24
O: 7.97 -3.47 3.27
H: 8.11 -1.53 2.53
H: 8.40 -2.87 1.35
H: 6.81 -2.50 1.95
H: 8.89 -3.51 3.54

Computed properties:
E_LUMO: 0.27 eV
HOMO level: -9.48 eV
relative energy (zero: lowest compared OMol25 entry of this formula, charge and spin): 1.100 eV
SMILES: CC(C)=O.CC(C)=O.CC(C)=O.CC(C)=O.CO.CO.CO.CO.CO
gap between HOMO and LUMO: 9.75 eV
molecular weight: 392.5 Da

natural (NBO) atomic charge list, values in e, 5 entries: -0.72 0.58 -0.72 -0.55 0.24

---

[2]
Molecular formula: C17H45BrN3O6S6
Method: DFT, ωB97M-V/def2-TZVPD

CARTESIAN COORDINATES (ANGSTROEM)
C: 2.62 1.01 -1.19
N: 2.02 2.21 -1.87
C: 0.85 1.85 -2.77
C: -0.42 1.51 -1.78
N: -1.18 0.23 -2.10
C: -2.22 0.21 -0.98
Br: -3.58 -1.24 -0.75
C: -2.00 1.53 -0.03
N: -0.83 2.34 -0.57
H: 3.05 1.38 -0.15
H: 3.49 0.55 -1.82
H: 1.87 0.15 -0.94
H: 1.72 2.87 -1.10
H: 0.62 2.64 -3.61
H: 1.16 0.84 -3.32
H: -1.03 -0.47 -2.87
H: -2.55 1.88 0.95
H: -0.39 3.22 -0.23
C: -1.36 -3.30 2.91
S: -1.75 -1.54 3.05
O: -0.98 -1.00 4.22
C: -3.46 -1.77 3.59
H: -0.31 -3.39 2.61
H: -1.52 -3.79 3.86
H: -1.99 -3.75 2.14
H: -3.49 -2.37 4.50
H: -4.03 -2.27 2.80
H: -3.91 -0.79 3.78
C: -0.78 -0.86 9.38
S: -1.59 -1.24 7.80
O: -2.50 -2.41 8.03
C: -0.10 -1.87 6.98
H: -1.54 -0.49 10.07
H: -0.33 -1.77 9.79
H: -0.02 -0.10 9.22
H: 0.31 -2.71 7.55
H: 0.64 -1.07 6.91
H: -0.37 -2.21 5.98
C: 1.14 7.51 -2.74
S: 0.52 6.53 -1.35
O: 1.52 5.45 -1.09
C: -0.86 5.79 -2.26
H: 2.04 8.05 -2.41
H: 1.39 6.86 -3.58
H: 0.38 8.24 -3.04
H: -0.48 5.24 -3.13
H: -1.55 6.57 -2.57
H: -1.38 5.09 -1.59
C: 3.55 0.43 -5.78
S: 3.06 -1.16 -5.08
O: 4.06 -1.51 -4.01
C: 3.47 -2.14 -6.54
H: 3.42 1.20 -5.02
H: 4.60 0.40 -6.08
H: 2.92 0.66 -6.64
H: 4.52 -2.01 -6.80
H: 2.84 -1.83 -7.38
H: 3.28 -3.20 -6.32
C: 7.46 -0.22 0.70
S: 5.66 -0.20 0.52
O: 5.26 1.19 0.11
C: 5.29 -0.38 2.28
H: 7.91 -0.08 -0.28
H: 7.77 0.60 1.36
H: 7.77 -1.18 1.11
H: 5.74 0.44 2.84
H: 5.68 -1.33 2.64
H: 4.20 -0.36 2.41
C: -6.66 -2.88 -2.40
S: -7.28 -3.87 -1.01
O: -6.28 -4.95 -0.75
C: -8.66 -4.61 -1.92
H: -5.76 -2.35 -2.07
H: -6.41 -3.54 -3.24
H: -7.42 -2.16 -2.70
H: -8.28 -5.16 -2.79
H: -9.35 -3.83 -2.23
H: -9.18 -5.31 -1.25

Computed properties:
E_LUMO: -3.72 eV
HOMO level: -9.95 eV
gap between HOMO and LUMO: 6.23 eV
molecular weight: 659.9 Da
net charge: +1

Mulliken atomic charge list, values in e, 5 entries: -0.53 -0.19 0.12 -0.05 -0.11

---

[3]
Molecular formula: C17H47ClNO11
Method: DFT, ωB97M-V/def2-TZVPD

CARTESIAN COORDINATES (ANGSTROEM)
Cl: 17.92 -18.08 -14.89
O: 17.95 -18.16 -13.47
O: 19.18 -17.60 -15.40
O: 17.53 -19.34 -15.44
O: 16.95 -17.04 -15.20
C: 15.25 -20.75 -12.42
C: 13.89 -20.06 -12.40
C: 13.55 -19.73 -10.95
C: 12.40 -18.71 -10.80
C: 12.71 -17.45 -11.65
C: 13.02 -17.76 -13.11
N: 14.03 -18.81 -13.16
O: 14.51 -18.99 -14.46
C: 11.74 -18.09 -13.87
C: 13.67 -16.52 -13.73
C: 12.85 -20.99 -13.03
H: 16.03 -20.12 -11.99
H: 15.55 -21.01 -13.44
H: 15.24 -21.68 -11.85
H: 13.19 -20.67 -10.51
H: 14.39 -19.34 -10.37
H: 12.25 -18.41 -9.76
H: 11.48 -19.16 -11.18
H: 13.54 -16.99 -11.11
H: 11.84 -16.80 -11.64
H: 11.07 -18.71 -13.27
H: 11.19 -17.22 -14.23
H: 11.92 -18.70 -14.76
H: 13.16 -15.56 -13.61
H: 14.67 -16.35 -13.34
H: 13.89 -16.60 -14.80
H: 12.89 -22.03 -12.67
H: 13.06 -21.12 -14.10
H: 11.83 -20.64 -12.87
H: 15.47 -19.04 -14.34
C: 18.56 -13.85 -15.87
C: 19.55 -14.13 -14.72
O: 18.84 -14.78 -13.69
H: 17.74 -13.21 -15.54
H: 18.16 -14.79 -16.26
H: 19.05 -13.36 -16.72
H: 20.06 -13.22 -14.41
H: 20.33 -14.80 -15.11
H: 18.47 -15.57 -14.10
C: 19.67 -19.38 -19.41
C: 20.11 -20.09 -18.13
O: 19.06 -20.83 -17.56
H: 19.60 -20.11 -20.23
H: 20.36 -18.59 -19.71
H: 18.66 -18.98 -19.30
H: 20.49 -19.30 -17.48
H: 20.96 -20.75 -18.33
H: 18.65 -20.32 -16.85
C: 17.91 -22.47 -14.53
O: 18.29 -21.58 -13.49
H: 18.58 -22.32 -15.39
H: 17.82 -23.51 -14.23
H: 16.94 -22.19 -14.97
H: 18.00 -20.70 -13.78
C: 16.67 -17.21 -10.34
O: 18.03 -16.86 -10.34
H: 16.12 -16.49 -9.73
H: 16.18 -17.16 -11.32
H: 16.50 -18.22 -9.95
H: 18.48 -17.32 -11.05
C: 21.68 -20.43 -14.55
O: 22.83 -20.75 -15.32
H: 21.33 -19.40 -14.69
H: 20.87 -21.11 -14.80
H: 21.80 -20.50 -13.46
H: 22.89 -20.07 -16.00
C: 22.08 -16.03 -16.87
O: 23.38 -16.28 -17.42
H: 21.40 -16.86 -17.08
H: 22.13 -15.96 -15.78
H: 21.61 -15.14 -17.30
H: 23.77 -15.40 -17.45

Computed properties:
E_LUMO: 2.53 eV
HOMO level: -5.62 eV
relative energy (zero: lowest compared OMol25 entry of this formula, charge and spin): 0.553 eV
gap between HOMO and LUMO: 8.15 eV
molecular weight: 477.0 Da
net charge: -1

Mulliken atomic charge list, values in e, 5 entries: 1.35 -0.55 -0.43 -0.54 -0.58

---

[4]
Molecular formula: C17H47N9O5P2
Method: DFT, ωB97M-V/def2-TZVPD

CARTESIAN COORDINATES (ANGSTROEM)
N: -0.66 -3.86 9.14
C: 0.06 -4.98 8.54
N: 0.16 -6.00 9.59
N: -0.76 -5.52 7.43
C: 1.44 -4.45 8.05
C: 1.68 -4.29 6.57
C: 1.74 -5.44 5.61
O: 2.01 -4.65 4.41
C: 1.08 -3.66 4.53
O: 0.50 -3.19 3.61
O: 0.91 -3.33 5.83
H: -1.54 -4.21 9.50
H: -0.83 -3.14 8.44
H: -0.15 -6.90 9.26
H: 1.08 -6.07 10.00
H: -0.35 -6.39 7.12
H: -1.66 -5.78 7.83
H: 2.23 -5.09 8.45
H: 1.57 -3.49 8.55
H: 2.70 -3.89 6.54
H: 2.42 -6.25 5.82
H: 0.73 -5.79 5.40
C: 0.54 -3.35 -2.61
N: 0.78 -1.94 -2.36
C: 2.20 -1.65 -2.17
P: -0.28 -0.90 -1.48
O: 0.13 0.45 -1.96
N: -1.86 -1.00 -2.13
C: -2.41 -2.19 -2.75
C: -2.37 0.19 -2.81
N: -0.66 -1.97 -0.19
C: -1.79 -1.51 0.65
C: 0.48 -2.18 0.75
H: 0.62 -3.99 -1.72
H: 1.28 -3.71 -3.33
H: -0.42 -3.53 -3.07
H: 2.56 -1.89 -1.16
H: 2.40 -0.60 -2.35
H: 2.80 -2.23 -2.87
H: -2.00 -2.35 -3.76
H: -3.49 -2.09 -2.85
H: -2.24 -3.08 -2.15
H: -1.95 0.30 -3.82
H: -2.15 1.09 -2.24
H: -3.45 0.12 -2.90
H: -1.59 -0.53 1.11
H: -1.95 -2.23 1.45
H: -2.71 -1.44 0.09
H: 0.89 -1.24 1.11
H: 1.28 -2.76 0.28
H: 0.16 -2.76 1.61
C: 0.82 3.37 -3.34
N: 0.02 4.43 -2.75
C: -1.03 3.88 -1.89
P: -0.39 5.90 -3.51
O: -0.73 6.79 -2.37
N: 1.01 6.69 -4.11
C: 2.20 5.99 -4.56
C: 1.39 7.94 -3.46
N: -0.77 5.27 -5.08
C: -0.93 6.31 -6.12
C: -2.03 4.49 -5.09
H: 0.33 2.84 -4.17
H: 1.07 2.63 -2.58
H: 1.78 3.74 -3.70
H: -1.91 3.53 -2.44
H: -1.37 4.64 -1.18
H: -0.65 3.04 -1.32
H: 2.79 5.60 -3.72
H: 2.85 6.67 -5.12
H: 1.96 5.18 -5.24
H: 1.88 7.77 -2.49
H: 0.53 8.58 -3.30
H: 2.08 8.49 -4.10
H: -1.72 7.02 -5.88
H: -1.17 5.82 -7.07
H: 0.00 6.86 -6.28
H: -2.87 5.04 -4.66
H: -1.92 3.55 -4.54
H: -2.28 4.22 -6.11

Computed properties:
E_LUMO: 0.31 eV
HOMO level: -8.12 eV
SMILES: NC(N)(N)C[C@H]1COC(=O)O1.CN(C)P(=O)(N(C)C)N(C)C.CN(C)P(=O)(N(C)C)N(C)C
gap between HOMO and LUMO: 8.44 eV
molecular weight: 519.6 Da

Mulliken atomic charge list, values in e, 5 entries: -0.77 1.29 -0.68 -0.71 -1.70